(1)
{
  "formula": "C39H55BCoN10S4",
  "method": "the ωB97M-V functional and the def2-TZVPD basis",
  "symbols": ["Co", "C", "C", "C", "C", "N", "N", "B", "N", "N", "C", "C", "C", "C", "C", "S", "C", "C", "C", "C", "N", "N", "C", "C", "C", "C", "C", "S", "C", "C", "C", "C", "C", "S", "C", "C", "C", "C", "H", "H", "H", "H", "H", "H", "H", "H", "H", "H", "H", "H", "H", "H", "H", "H", "H", "H", "H", "H", "H", "H", "H", "H", "H", "H", "H", "H", "H", "H", "H", "H", "H", "H", "H", "H", "H", "H", "H", "C", "C", "C", "N", "N", "C", "N", "S", "H", "H", "H", "H", "H", "H", "H", "C", "C", "C", "C", "C", "C", "C", "C", "N", "H", "H", "H", "H", "H", "H", "H", "H", "H"],
  "positions_angstrom": [[-0.30624, 0.07912, 0.16117], [2.98636, -1.88029, -3.44780], [2.78370, -0.45418, -3.05643], [3.20739, 0.59436, -3.82023], [2.95013, 1.92482, -3.41855], [2.37882, 2.17309, -2.26662], [1.95988, 1.14834, -1.52508], [1.23471, 1.58483, -0.19459], [0.37374, 2.83753, -0.51284], [0.70092, 3.98489, 0.08202], [0.02699, 5.05459, -0.23668], [-1.02266, 5.00474, -1.19392], [-1.36660, 3.82887, -1.78841], [-2.47408, 3.69122, -2.77931], [-0.62952, 2.68150, -1.38513], [-0.95668, 1.09038, -1.92222], [0.40429, 6.35495, 0.44202], [1.57808, 6.14109, 1.39335], [-0.80474, 6.87940, 1.22990], [0.80250, 7.37161, -0.63520], [2.16889, 1.69596, 0.96661], [3.14866, 2.65083, 0.73915], [4.05476, 2.82687, 1.65381], [4.08587, 2.09836, 2.87210], [3.15048, 1.09602, 3.08493], [3.18054, 0.28356, 4.34832], [2.21787, 0.88015, 2.08906], [1.07016, -0.40193, 2.27932], [5.13307, 3.86736, 1.38471], [5.00995, 4.44350, -0.02057], [5.00544, 4.99340, 2.42031], [6.51346, 3.21089, 1.52966], [2.06258, -0.13392, -1.87720], [1.26839, -1.31518, -0.91859], [3.26214, 3.14563, -4.27504], [1.95348, 3.91661, -4.48937], [3.84063, 2.74930, -5.63218], [4.26098, 4.03670, -3.53549], [3.55416, -1.94983, -4.37288], [2.02401, -2.37677, -3.58077], [3.51563, -2.42190, -2.66283], [3.71161, 0.40100, -4.75502], [-1.56622, 5.90876, -1.43486], [-2.95664, 4.64979, -2.95320], [-3.21132, 2.97093, -2.42195], [-2.09507, 3.30694, -3.72731], [1.35789, 5.38215, 2.14429], [1.80400, 7.07905, 1.90079], [2.46508, 5.81550, 0.85077], [-1.07712, 6.18804, 2.02829], [-1.67866, 7.03175, 0.59600], [-0.55686, 7.83912, 1.68342], [1.61536, 6.98841, -1.25369], [1.14420, 8.29120, -0.16043], [-0.03314, 7.62923, -1.28737], [4.84273, 2.30076, 3.61323], [3.99659, 0.62381, 4.98249], [3.32744, -0.77696, 4.14751], [2.24735, 0.38675, 4.90388], [3.98754, 4.75197, -0.24121], [5.29942, 3.70482, -0.76746], [5.67088, 5.30570, -0.11833], [4.05983, 5.52244, 2.31441], [5.81585, 5.71061, 2.28493], [5.06481, 4.60982, 3.43882], [6.59184, 2.32210, 0.90159], [6.73301, 2.92388, 2.55711], [7.28351, 3.91646, 1.21452], [1.22406, 3.31363, -5.03281], [2.15080, 4.81760, -5.07051], [1.51768, 4.20825, -3.53363], [3.15459, 2.12176, -6.20255], [4.79303, 2.22648, -5.53347], [4.02434, 3.64952, -6.21775], [3.84516, 4.36855, -2.58723], [4.49482, 4.91184, -4.14201], [5.19195, 3.50463, -3.33404], [-5.85056, 0.26038, 2.43038], [-5.64071, 0.29516, 0.91824], [-4.40051, -0.43509, 0.51997], [-3.22235, 0.07075, 0.55569], [-2.25052, -0.82368, 0.20161], [-2.71107, -2.00113, -0.11797], [-1.91842, -3.03201, -0.49238], [-4.42614, -2.10769, 0.02627], [-6.75080, 0.80980, 2.70000], [-4.99951, 0.70658, 2.94216], [-5.95898, -0.76431, 2.78771], [-5.53958, 1.32342, 0.56860], [-6.49868, -0.13912, 0.40216], [-0.98164, -2.79979, -0.79298], [-2.33583, -3.83634, -0.92648], [-1.44239, 2.95238, 2.41495], [-1.88095, 1.78717, 3.25143], [-2.81147, 1.94319, 4.26732], [-3.24216, 0.85276, 5.00988], [-2.75773, -0.41320, 4.72623], [-1.81014, -0.61246, 3.72907], [-1.31331, -1.99759, 3.42867], [-1.36245, 0.50671, 3.01846], [-0.38395, 0.39589, 2.01258], [-1.91418, 3.86920, 2.76580], [-1.73139, 2.79806, 1.37154], [-0.35964, 3.08616, 2.43575], [-3.20341, 2.93032, 4.47491], [-3.96748, 0.98846, 5.80009], [-3.11484, -1.26788, 5.28629], [-2.01892, -2.73952, 3.80018], [-0.35159, -2.19444, 3.90644], [-1.18818, -2.15787, 2.35556]],
  "multiplicity": 5,
  "total_charge": 1,
  "total_energy_ha": -5066.900864,
  "gap_ha": [0.1910, 0.2401]
}


(2)
{
  "formula": "C39H55BF8N7O9P2",
  "method": "the ωB97M-V functional and the def2-TZVPD basis",
  "symbols": ["C", "C", "C", "F", "C", "C", "C", "C", "C", "O", "C", "C", "C", "F", "N", "P", "O", "O", "O", "C", "C", "B", "O", "O", "C", "P", "N", "C", "O", "C", "F", "F", "C", "F", "F", "C", "F", "F", "C", "O", "O", "H", "H", "H", "H", "H", "H", "H", "H", "H", "H", "H", "H", "H", "H", "H", "H", "H", "H", "H", "H", "H", "H", "H", "H", "H", "H", "H", "H", "H", "H", "N", "C", "C", "C", "C", "H", "H", "H", "H", "H", "N", "C", "C", "C", "C", "H", "H", "H", "H", "H", "N", "C", "C", "C", "C", "H", "H", "H", "H", "H", "N", "C", "C", "C", "C", "H", "H", "H", "H", "H", "N", "C", "C", "C", "C", "H", "H", "H", "H", "H"],
  "positions_angstrom": [[-2.71081, 1.38897, -2.18221], [-1.38537, 2.13931, -1.98952], [-0.22800, 1.16513, -1.85617], [-0.63625, 0.11846, -1.02334], [1.03865, 1.76078, -1.21013], [1.30313, 3.17509, -1.74659], [2.66847, 3.76429, -1.39794], [2.82619, 3.80983, 0.14025], [4.21751, 3.88188, 0.73274], [4.42132, 3.95065, 1.89911], [2.70142, 5.21734, -1.92561], [3.89019, 6.10774, -1.51007], [3.61132, 7.06816, -0.34905], [4.25494, 6.86219, -2.62557], [3.75444, 2.86007, -2.05627], [4.01848, 3.25323, -3.84232], [2.73617, 3.30241, -4.51561], [4.89532, 4.54456, -3.81759], [5.02966, 2.11667, -4.27987], [3.55241, 1.32941, -1.96978], [4.89532, 0.60847, -1.69277], [5.93372, 1.31381, -0.70954], [5.80666, 1.21253, 0.63696], [6.95116, 2.08857, -1.22797], [2.31563, 0.80385, -1.17824], [2.62319, 0.35219, 0.64811], [1.38407, 0.21915, 1.57097], [1.95057, -0.58162, -1.79013], [1.60151, -1.48649, -1.10514], [2.10764, -0.91206, -3.30768], [3.43820, -1.12634, -3.53041], [1.74712, 0.12990, -4.09659], [1.33896, -2.18908, -3.77889], [0.13430, -2.24130, -3.22003], [1.18859, -2.04486, -5.10944], [2.09771, -3.54115, -3.55723], [3.08376, -3.59658, -4.45603], [1.21042, -4.51777, -3.81208], [2.66687, -3.73794, -2.13435], [3.79616, -3.51107, -1.87056], [1.71529, -4.16226, -1.30074], [-3.09568, 1.00484, -1.23633], [-3.45853, 2.07264, -2.59415], [-2.59449, 0.56070, -2.88824], [-1.42986, 2.72700, -1.06096], [-1.20619, 2.81802, -2.82969], [-0.01128, 0.75901, -2.85013], [0.73859, 1.88470, -0.16260], [0.59174, 3.82401, -1.22124], [1.10251, 3.28603, -2.81546], [2.30807, 2.99514, 0.65247], [2.32071, 4.72113, 0.48533], [5.09263, 3.86985, 0.04526], [2.53659, 5.27349, -3.00566], [1.79774, 5.65735, -1.48644], [4.77494, 5.50360, -1.25747], [4.24516, 6.86709, 0.51862], [3.79473, 8.08773, -0.69653], [2.57020, 7.02250, -0.01434], [4.64251, 3.12188, -1.61830], [5.68342, 4.58300, -3.25634], [4.59281, 1.44313, -4.83340], [3.27742, 1.08557, -2.99004], [4.67510, -0.39333, -1.30017], [5.39922, 0.42338, -2.64236], [6.32117, 1.86515, 1.13767], [7.07068, 1.99030, -2.18190], [3.52143, 1.33117, 1.07726], [3.46120, -0.76836, 0.52257], [0.48052, 0.30590, 1.11978], [1.89443, -3.79250, -0.41917], [-1.03819, -5.59018, 2.37090], [-0.66785, -4.85993, 3.46765], [-1.50077, -5.20439, 4.50086], [-2.40733, -6.18100, 4.00629], [-2.09653, -6.39575, 2.69021], [-0.61132, -5.54421, 1.46423], [0.15353, -4.16340, 3.43037], [-1.46473, -4.80250, 5.50044], [-3.20010, -6.66005, 4.55624], [-2.53700, -7.04829, 1.95529], [-4.45832, 4.03220, -0.20747], [-4.03691, 5.05896, -1.00958], [-5.14623, 5.73593, -1.44065], [-6.28012, 5.09054, -0.87562], [-5.82275, 4.04325, -0.12155], [-3.85990, 3.36649, 0.24675], [-2.99003, 5.22237, -1.20394], [-5.14786, 6.59757, -2.08705], [-7.31282, 5.36513, -1.00934], [-6.34875, 3.30896, 0.46390], [-2.06755, -1.85395, 3.62682], [-3.24099, -1.19684, 3.87494], [-3.06914, 0.12008, 3.53721], [-1.73685, 0.26002, 3.06582], [-1.14762, -0.97690, 3.12461], [-1.92104, -2.83917, 3.78174], [-4.09955, -1.72015, 4.26020], [-3.81082, 0.89737, 3.62047], [-1.25742, 1.16676, 2.73254], [-0.14523, -1.27725, 2.87371], [-6.48464, -0.55908, -1.10828], [-5.23514, -1.11432, -1.16859], [-4.62729, -0.91223, 0.04271], [-5.54959, -0.20879, 0.86491], [-6.68565, -0.00699, 0.12668], [-7.15490, -0.56073, -1.85535], [-4.89021, -1.60920, -2.06070], [-3.63599, -1.23474, 0.32025], [-5.38990, 0.10081, 1.88323], [-7.61519, 0.47568, 0.37551], [-3.05908, -9.42348, 4.97442], [-2.60931, -8.97683, 6.18738], [-3.04287, -9.85557, 7.14359], [-3.78317, -10.87291, 6.48107], [-3.77366, -10.57816, 5.14439], [-2.88798, -8.96997, 4.09580], [-2.02017, -8.07939, 6.26571], [-2.85087, -9.77955, 8.20074], [-4.26566, -11.72223, 6.93474], [-4.21210, -11.09024, 4.30509]],
  "total_charge": 1,
  "total_energy_ha": -4085.902794,
  "gap_ha": 0.2150
}